This record from the Open Molecules 2025 dataset describes a molecular structure, C52H41BaN2O7P2S2 in a non-equilibrium geometry. The level of theory is ωB97M-V/def2-TZVPD.

Positions of all 107 atoms, in Å:
Ba: -0.09659 0.29332 -0.92734
O: 3.46176 -3.75119 -0.24252
C: 2.56031 -4.64546 -0.80571
C: 2.55003 -5.97601 -0.41216
C: 1.58969 -6.84668 -0.91151
C: 0.65060 -6.38136 -1.81296
C: 0.69439 -5.05930 -2.22924
C: 1.64032 -4.14346 -1.74997
P: 1.44080 -2.41757 -2.28037
C: -1.17236 -1.35548 -4.69841
C: -0.57296 -2.37487 -5.43410
C: -1.17570 -3.61475 -5.55913
C: -2.39800 -3.85901 -4.94268
C: -3.00264 -2.85060 -4.20869
C: -2.39364 -1.60568 -4.08798
C: 3.13699 -1.85692 -2.59680
C: 3.48633 -0.51374 -2.40924
C: 4.73426 -0.01484 -2.75571
C: 5.70272 -0.85688 -3.28135
C: 5.38890 -2.20158 -3.46208
C: 4.13320 -2.68515 -3.14076
C: 4.05763 -4.08826 0.94834
C: 5.04160 -5.07074 0.94920
C: 5.67347 -5.41913 2.12942
C: 5.32872 -4.78183 3.31069
C: 4.36844 -3.78396 3.30184
C: 3.72062 -3.40436 2.12550
P: 2.54106 -1.99092 2.06219
C: 0.89928 -2.76841 2.30574
C: 0.64006 -4.11089 2.06230
C: -0.65818 -4.60255 2.11057
C: -1.71452 -3.76022 2.41762
C: -1.46668 -2.41743 2.67369
C: -0.17378 -1.92415 2.60861
C: 2.87162 -1.29735 3.72837
C: 2.19033 -1.64628 4.89157
C: 2.52122 -1.05973 6.10515
C: 3.54463 -0.12508 6.17232
C: 4.23223 0.22632 5.01967
C: 3.89002 -0.35050 3.80740
H: 3.26841 -6.32980 0.31591
H: 1.58361 -7.88083 -0.58887
H: -0.10561 -7.04822 -2.20948
H: -0.02307 -4.70077 -2.95956
H: 0.40055 -2.20255 -5.87972
H: -0.68151 -4.40148 -6.11673
H: -2.86832 -4.83122 -5.02764
H: -3.95402 -3.03076 -3.72201
H: -2.86847 -0.82421 -3.50788
H: 2.77361 0.16915 -1.95252
H: 4.95280 1.03440 -2.59302
H: 6.68301 -0.47786 -3.54154
H: 6.13048 -2.87798 -3.87309
H: 3.90414 -3.73109 -3.31481
H: 5.29400 -5.54686 0.01041
H: 6.43717 -6.18678 2.12563
H: 5.81946 -5.04835 4.23808
H: 4.13323 -3.26901 4.22424
H: 1.44845 -4.78346 1.82526
H: -0.83808 -5.64894 1.89816
H: -2.72623 -4.14380 2.45369
H: -2.28335 -1.74868 2.91665
H: 0.00838 -0.87026 2.80057
H: 1.39362 -2.37914 4.84979
H: 1.97608 -1.33371 7.00029
H: 3.79628 0.33870 7.11792
H: 5.01740 0.96967 5.05846
H: 4.41186 -0.05534 2.90373
C: -0.72935 8.47050 -1.15762
C: -1.25488 7.08143 -0.92418
C: -0.70397 5.99570 -1.59931
C: -1.15293 4.70818 -1.36596
C: -2.17665 4.51732 -0.45126
C: -2.75747 5.58084 0.22428
C: -2.28703 6.85940 -0.01456
S: -2.77287 2.89606 -0.13660
O: -4.13543 2.96974 0.30724
O: -2.01424 2.42166 1.25421
N: -2.34738 1.88618 -1.18652
C: -2.75334 2.15842 -2.56876
C: -3.87533 2.93604 -2.82149
C: -4.27162 3.28671 -4.10800
C: -3.50706 2.83668 -5.16729
C: -2.40663 2.01986 -4.95663
C: -1.54330 1.63210 -6.06192
C: -0.58359 0.72593 -5.90049
C: -0.46624 -0.00234 -4.58226
N: -0.94140 0.78757 -3.46030
C: -1.99269 1.60256 -3.64940
H: -0.33076 8.57590 -2.16604
H: 0.07832 8.69392 -0.45704
H: -1.50925 9.21782 -1.01299
H: 0.08787 6.15804 -2.31998
H: -0.72744 3.86618 -1.89292
H: -3.56815 5.39943 0.91654
H: -2.73046 7.69906 0.50689
H: -4.49245 3.26191 -1.99456
H: -5.15493 3.89225 -4.25937
H: -3.75720 3.11257 -6.18705
H: -1.68489 2.13193 -7.01532
H: 0.08857 0.45977 -6.70837
H: 0.58822 -0.24347 -4.39982
O: 1.43683 3.05920 2.18492
S: 0.53461 2.38574 1.31821
O: 0.21266 0.99474 1.58440
O: -0.89420 3.20540 1.66036
O: 0.69486 2.61549 -0.11424

Properties
Net charge   -1
Gap between HOMO and LUMO   0.2011 Eh
LUMO level   2.16 eV
M   1069.32 g mol⁻¹
ΔE to the lowest compared entry with this formula, charge and spin   137.3 kcal/mol
Highest occupied orbital energy   -3.31 eV
2S+1   1

Here are the Mulliken charges for atoms 1 to 2, given in e: number 1, Ba, carries 1.4946; number 2, O, carries -0.1892

---

This record from the Open Molecules 2025 dataset describes a single C2H4ClN molecule in a non-equilibrium geometry. The level of theory is ωB97M-V/def2-TZVPD.

Positions of all 8 atoms, in Å:
H: -0.00421 -2.36865 -0.07603
N: 0.39396 -1.48300 -0.37813
C: -0.28226 -0.58621 0.15523
C: 0.28242 0.96346 -0.13686
Cl: -1.11523 2.06358 -0.18813
H: -1.18138 -0.82856 0.81463
H: 0.88398 1.31135 0.81492
H: 1.02274 0.92803 -1.00564

Properties
Net charge   0
Gap between HOMO and LUMO   0.4169 Eh
LUMO level   1.07 eV
SMILES   [H]/N=C/CCl
M   77.51 g mol⁻¹
ΔE to the lowest compared entry with this formula, charge and spin   21.3 kcal/mol
Highest occupied orbital energy   -10.28 eV
2S+1   1

Here are the natural (NBO) charges for atoms 1 to 2, given in e: number 1, H, carries 0.3383; number 2, N, carries -0.6079

---

This record from the Open Molecules 2025 dataset describes a molecular structure, C2H8F6MgO10S2 in a non-equilibrium geometry. The level of theory is ωB97M-V/def2-TZVPD.

Positions of all 29 atoms, in Å:
Mg: 0.22131 -0.23184 0.98600
C: -3.34333 -1.65497 -1.30676
F: -4.17921 -1.45661 -2.38345
F: -3.84144 -0.86561 -0.36131
F: -3.59181 -2.89873 -0.93401
S: -1.51682 -1.34725 -1.66662
O: -0.88416 -1.11374 -0.33273
O: -1.06075 -2.55661 -2.30248
O: -1.36532 -0.21284 -2.61957
C: 2.96080 1.96555 -1.60865
F: 3.66363 2.13655 -0.43212
F: 3.32548 2.90097 -2.48833
F: 3.34708 0.75490 -2.00328
S: 1.08559 1.96778 -1.24590
O: 0.91136 0.93895 -0.29175
O: 0.74783 3.34514 -0.78558
O: 0.37241 1.56952 -2.49904
O: -1.34519 1.06831 1.37939
H: -1.76775 1.49176 2.12663
H: -1.85124 1.35942 0.62084
O: -0.44140 -1.54516 2.26004
H: -0.28721 -1.40256 3.19392
H: -1.06846 -2.26765 2.22792
O: 1.09605 0.83955 2.37291
H: 1.11685 0.79133 3.32866
H: 1.46086 1.70047 2.16806
O: 1.79593 -1.49814 0.93541
H: 2.55067 -1.40323 0.35438
H: 1.88825 -2.37526 1.30740

Properties
Net charge   +1
Gap between HOMO and LUMO (alpha / beta)   0.4078 / 0.1810 Eh
LUMO level (alpha / beta)   -3.88 / -8.42 eV
M   394.50 g mol⁻¹
Highest occupied orbital energy (alpha / beta)   -14.98 / -13.34 eV
Expectation value of S²   0.76
2S+1   2

Here are the natural (NBO) charges for atoms 1 to 2, given in e: number 1, Mg, carries 1.7861; number 2, C, carries 0.7375

---

This record from the Open Molecules 2025 dataset describes a single C7H12 molecule in a non-equilibrium geometry. The level of theory is ωB97M-V/def2-TZVPD.

Positions of all 19 atoms, in Å:
C: -0.98775 1.72045 0.29734
C: -0.20778 0.84475 -0.35792
C: -0.12303 0.79737 -1.85649
C: 0.58234 -0.13846 0.36770
C: 2.01549 0.24497 0.62225
C: 0.07921 -1.31093 0.80212
C: -1.31349 -1.82400 0.60867
H: -1.58833 2.45050 -0.23430
H: -1.04096 1.72932 1.38155
H: 0.87159 1.10185 -2.19812
H: -0.32101 -0.21533 -2.22502
H: -0.85584 1.46293 -2.32550
H: 2.48392 0.65406 -0.27931
H: 2.07169 1.00005 1.41381
H: 2.61712 -0.61557 0.93487
H: 0.73301 -1.98345 1.35435
H: -1.27556 -2.83357 0.18698
H: -1.91368 -1.20852 -0.06654
H: -1.82692 -1.87641 1.57355

Properties
Net charge   0
Gap between HOMO and LUMO   0.3659 Eh
LUMO level   1.04 eV
SMILES   C=C(C)/C(C)=C\C
M   96.17 g mol⁻¹
ΔE to the lowest compared entry with this formula, charge and spin   18.4 kcal/mol
Highest occupied orbital energy   -8.92 eV
2S+1   1

Here are the natural (NBO) charges for atoms 1 to 2, given in e: number 1, C, carries -0.3983; number 2, C, carries -0.0072

---

This record from the Open Molecules 2025 dataset describes a molecular structure, C29H34BrClIN4O3PbSSi2 in a non-equilibrium geometry. The level of theory is ωB97M-V/def2-TZVPD.

Positions of all 77 atoms, in Å:
Pb: -0.17242 0.06812 0.46982
Cl: -6.62492 -2.33739 2.67764
C: -5.34789 -1.54199 1.81828
C: -5.64285 -0.72286 0.76990
C: -4.62404 -0.06175 0.05663
I: -5.17841 1.15164 -1.53420
C: -3.28707 -0.18531 0.39322
O: -2.31192 0.43245 -0.21913
C: -2.99410 -1.04409 1.51020
N: -1.68272 -1.17384 1.85565
C: -1.33498 -1.96001 2.85467
C: -2.27844 -2.67187 3.60845
C: -3.60256 -2.55926 3.28900
C: -4.00178 -1.73274 2.21731
H: -6.67483 -0.57722 0.48093
H: -0.27695 -2.03721 3.06395
H: -1.94487 -3.29673 4.42457
H: -4.35658 -3.10255 3.84236
Br: 5.45299 -1.61227 5.50830
C: 5.06944 -1.71929 3.66705
C: 6.03912 -2.17761 2.78265
N: 5.83490 -2.26797 1.47288
C: 4.65573 -1.88128 0.99988
C: 3.62738 -1.41585 1.81095
C: 3.83211 -1.34572 3.18264
C: 2.34271 -0.95762 1.20997
O: 2.31520 -0.52827 0.03076
O: 1.29749 -0.97999 1.95056
H: 7.01177 -2.48331 3.15086
H: 4.51032 -1.94947 -0.07185
H: 3.04565 -1.00603 3.84258
N: 0.97468 -0.79695 -2.69132
C: -0.19112 -1.39128 -2.41216
S: -0.31649 -2.16113 -0.86989
N: -1.14987 -1.35477 -3.32585
C: -2.51693 -1.79380 -3.32238
C: -3.02209 -2.79660 -2.50688
C: -4.36388 -3.13653 -2.61870
C: -5.18518 -2.51377 -3.54402
C: -4.66097 -1.53533 -4.37542
C: -3.33182 -1.17109 -4.26197
H: 1.72048 -0.87554 -2.00856
H: 1.18422 -0.40247 -3.59470
H: -0.91943 -0.84986 -4.17075
H: -2.39474 -3.32144 -1.80756
H: -4.76085 -3.91362 -1.97863
H: -6.22776 -2.79216 -3.62138
H: -5.28883 -1.04308 -5.10600
H: -2.92957 -0.39060 -4.89920
C: -2.22555 3.38858 -0.67492
Si: -1.76766 3.32686 1.12527
C: -1.55462 5.09984 1.70209
C: -2.91465 2.43138 2.28958
C: 0.00544 2.59094 1.26024
Si: 1.19339 2.47302 2.76834
C: 1.13767 4.20607 3.47705
C: 0.53407 1.27511 4.03324
C: 2.91309 2.15313 2.13389
H: -3.20256 3.85930 -0.80634
H: -2.27109 2.39877 -1.12189
H: -1.48942 3.99672 -1.20984
H: -2.51001 5.58514 1.47614
H: -0.77301 5.64547 1.17166
H: -1.37736 5.18790 2.77119
H: -3.95458 2.64725 2.03081
H: -2.74638 2.77173 3.31448
H: -2.79060 1.34917 2.26693
H: 0.53483 2.69223 0.30461
H: 0.18788 4.41203 3.96957
H: 1.32484 4.98769 2.73976
H: 1.92781 4.26385 4.23238
H: -0.50977 1.49511 4.27147
H: 1.11632 1.37720 4.95316
H: 0.60731 0.24185 3.69866
H: 3.18355 2.92194 1.40520
H: 3.03298 1.19212 1.64415
H: 3.63828 2.20151 2.95024

Properties
Net charge   +1
Gap between HOMO and LUMO   0.1898 Eh
LUMO level   -5.03 eV
M   1024.32 g mol⁻¹
ΔE to the lowest compared entry with this formula, charge and spin   15.3 kcal/mol
Highest occupied orbital energy   -10.20 eV
2S+1   1

Here are the Mulliken charges for atoms 1 to 2, given in e: number 1, Pb, carries 1.7321; number 2, Cl, carries -0.2577

---

Which of these has the highest 2S+1? C2H8F6MgO10S2

---

What is the formula in the third record? C2H8F6MgO10S2

---

Please write out number 3 again, unchanged.
This record from the Open Molecules 2025 dataset describes a molecular structure, C2H8F6MgO10S2 in a non-equilibrium geometry. The level of theory is ωB97M-V/def2-TZVPD.

Positions of all 29 atoms, in Å:
Mg: 0.22131 -0.23184 0.98600
C: -3.34333 -1.65497 -1.30676
F: -4.17921 -1.45661 -2.38345
F: -3.84144 -0.86561 -0.36131
F: -3.59181 -2.89873 -0.93401
S: -1.51682 -1.34725 -1.66662
O: -0.88416 -1.11374 -0.33273
O: -1.06075 -2.55661 -2.30248
O: -1.36532 -0.21284 -2.61957
C: 2.96080 1.96555 -1.60865
F: 3.66363 2.13655 -0.43212
F: 3.32548 2.90097 -2.48833
F: 3.34708 0.75490 -2.00328
S: 1.08559 1.96778 -1.24590
O: 0.91136 0.93895 -0.29175
O: 0.74783 3.34514 -0.78558
O: 0.37241 1.56952 -2.49904
O: -1.34519 1.06831 1.37939
H: -1.76775 1.49176 2.12663
H: -1.85124 1.35942 0.62084
O: -0.44140 -1.54516 2.26004
H: -0.28721 -1.40256 3.19392
H: -1.06846 -2.26765 2.22792
O: 1.09605 0.83955 2.37291
H: 1.11685 0.79133 3.32866
H: 1.46086 1.70047 2.16806
O: 1.79593 -1.49814 0.93541
H: 2.55067 -1.40323 0.35438
H: 1.88825 -2.37526 1.30740

Properties
Net charge   +1
Gap between HOMO and LUMO (alpha / beta)   0.4078 / 0.1810 Eh
LUMO level (alpha / beta)   -3.88 / -8.42 eV
M   394.50 g mol⁻¹
Highest occupied orbital energy (alpha / beta)   -14.98 / -13.34 eV
Expectation value of S²   0.76
2S+1   2

Here are the natural (NBO) charges for atoms 1 to 2, given in e: number 1, Mg, carries 1.7861; number 2, C, carries 0.7375

---

net charge of number 3 (C2H8F6MgO10S2)? +1